81
Properties=species:S:1:pos:R:3:forces:R:3 method="wB97M-V/def2-TZVPD" molar_mass_g_mol=686.00 spin_multiplicity=5 s2=6.015 homo_energy_ev="-8.148 / -8.100" e_tot_ev=-106667.3809 gap_ev="7.089 / 5.266" total_charge=0
O 1.839475 -0.501462 -1.195802 -2.091 0.372 -0.026
C 3.153472 -0.149765 -1.066389 1.857 1.175 0.040
C 3.849898 -1.149253 -0.139296 -0.284 -0.156 0.058
C 3.116775 -1.983350 0.702624 0.060 0.131 -0.038
H 2.030982 -1.915167 0.708406 0.151 -0.004 0.034
C 3.776534 -2.861854 1.560073 0.135 0.195 -0.078
H 3.180206 -3.496239 2.210901 0.207 0.043 -0.014
C 5.170304 -2.888249 1.595855 -0.115 -0.009 -0.062
H 5.687432 -3.549198 2.286475 -0.084 0.076 -0.117
C 5.904276 -2.056279 0.747713 -0.167 0.108 -0.059
H 6.991160 -2.057296 0.772352 -0.176 -0.067 0.017
C 5.239821 -1.200522 -0.124544 -0.054 0.051 -0.024
H 5.768192 -0.520159 -0.790967 0.135 -0.203 0.186
H 3.670400 -0.216351 -2.049469 -0.361 -0.467 0.053
C 3.106570 2.330896 -1.730840 -0.249 0.130 -0.293
C 3.366595 1.324374 -0.666807 0.270 -0.524 1.654
H 3.555646 3.307621 -1.524095 -0.085 -0.245 0.010
H 2.020221 2.462094 -1.822856 0.313 0.215 -0.137
H 3.493684 1.972953 -2.691528 -0.013 0.075 -0.031
C 3.581598 1.628955 0.625587 0.133 -0.247 -0.777
C 3.577262 2.981271 1.246577 0.334 0.414 0.183
H 3.739792 0.822758 1.336044 -0.092 -0.097 -0.106
H 4.551517 3.192948 1.710955 -0.108 0.007 -0.125
H 2.834194 3.005919 2.057905 0.215 -0.003 -0.317
H 3.335723 3.780818 0.535393 0.051 -0.213 0.268
Co 0.187627 0.466873 -0.821161 -0.133 -0.020 1.057
Cl 0.701468 2.314835 0.580667 1.173 -0.282 -0.556
C -1.952638 2.068144 0.407594 -0.509 -0.103 1.203
O -1.694506 1.699815 -0.750573 0.623 -0.114 0.726
N -3.164211 2.456299 0.795059 -0.217 0.121 -0.649
C -4.113643 2.690245 -0.264810 -0.535 0.040 0.005
C -3.507231 2.841908 2.156093 0.311 0.034 -0.260
H -1.229376 2.142893 1.259120 -0.612 -0.656 -0.920
H -3.681146 2.283103 -1.184781 -0.347 0.127 0.259
H -4.265830 3.772097 -0.370663 -0.204 -0.170 -0.068
H -5.054611 2.188014 -0.020521 -0.020 0.162 -0.206
H -2.736457 2.475890 2.846048 -0.191 0.086 -0.183
H -4.474400 2.396120 2.421580 0.222 0.097 -0.011
H -3.572455 3.935474 2.239850 -0.078 -0.212 0.063
H 0.732536 -5.085928 -1.404815 0.205 0.050 0.112
H -1.645217 -4.527898 -0.469901 0.140 0.244 -0.153
C 0.995269 -4.082957 -1.042658 -0.086 -0.366 -0.544
C -1.264685 -3.515615 -0.266175 0.017 0.179 0.377
N -0.152172 -3.209483 -1.150495 -0.190 0.322 -0.453
H 1.799073 -3.655775 -1.651511 0.026 -0.302 0.289
C -0.121474 -2.215384 -2.064484 0.542 -0.458 0.349
O -0.745203 -1.156815 -2.045915 0.207 -0.345 -0.596
H -2.038103 -2.749832 -0.377868 0.222 -0.431 -0.022
H 0.596369 -2.447981 -2.894118 -0.135 0.242 0.495
H 1.310286 -4.154708 0.005890 0.012 0.116 -0.296
H -0.896795 -3.510676 0.772201 -0.213 0.104 -0.202
H -0.818387 2.958391 -5.414806 0.232 -0.046 0.115
H -0.047776 0.734491 -6.787728 0.235 -0.051 0.212
C 0.190073 2.838754 -4.993262 -0.113 0.108 -0.088
C 0.820097 0.698542 -6.112778 0.080 0.006 0.171
N 0.538960 1.428423 -4.884251 0.027 -0.178 0.354
H 0.222125 3.300784 -4.003002 -0.002 -0.145 -0.235
C 0.546897 0.818038 -3.692435 -0.283 0.762 0.371
O 0.193997 1.405383 -2.642627 0.548 -0.725 -1.166
H 1.032604 -0.341004 -5.839521 -0.029 0.195 -0.266
H 0.912795 -0.225085 -3.705884 -0.260 0.384 0.099
H 0.909643 3.327056 -5.662116 -0.142 -0.076 0.166
H 1.690200 1.133127 -6.627130 -0.241 -0.146 0.142
O -2.135379 -0.856284 0.036581 0.989 0.881 2.298
C -1.551960 -0.739403 1.157837 0.042 -0.797 -1.245
O -0.303442 -0.564069 1.356528 -1.003 0.363 -1.083
C -2.465207 -0.864924 2.360091 -0.306 0.304 0.793
C -2.119116 -0.473951 3.662316 -0.523 -0.211 0.443
C -3.123397 -0.433647 4.666482 -0.592 -0.691 -2.654
C -4.454455 -0.762238 4.345081 -0.251 -0.152 -0.138
C -4.780484 -1.199420 3.044685 2.761 0.838 0.682
C -3.769559 -1.260633 2.075505 -0.448 -0.110 0.170
N -6.115238 -1.450387 2.633256 -2.964 -0.628 -1.084
O -7.040120 -1.314597 3.461486 1.763 -0.266 -1.453
O -6.286799 -1.772821 1.431980 0.089 0.580 2.500
N -2.836753 0.016008 5.988255 0.514 0.973 3.004
O -1.659634 0.327328 6.279549 -2.337 -0.667 -0.717
O -3.796142 0.081242 6.794747 2.002 -0.097 -1.505
H -1.093294 -0.222826 3.917456 -0.165 0.105 -0.154
H -5.237213 -0.677159 5.095643 0.243 -0.010 -0.171
H -3.977243 -1.593241 1.060145 -0.080 0.275 0.324

***

71
Properties=species:S:1:pos:R:3:forces:R:3 method="wB97M-V/def2-TZVPD" molar_mass_g_mol=689.17 spin_multiplicity=2 s2=0.756 homo_energy_ev="-4.168 / -4.162" e_tot_ev=-124607.7526 gap_ev="6.804 / 5.384" relative_energy_kj_mol=254.6 total_charge=-1
Cu -1.401913 -2.174713 -0.370958 -0.096 -0.524 1.595
C -2.384250 -0.138098 -3.945274 -0.560 0.337 -0.209
C -1.223970 -0.195568 -4.695990 1.415 -1.816 2.527
C -0.122200 -0.880826 -4.041195 -1.481 0.894 -1.554
C -0.273805 -1.405359 -2.775760 0.747 0.072 -0.765
C -1.466444 -1.401850 -2.045031 -0.511 -0.037 -1.076
C -2.535142 -0.789702 -2.700631 -0.347 0.500 -0.346
C 0.963085 -2.055951 -2.262741 -0.131 -0.009 1.710
C 1.338070 -3.354391 -2.696499 -0.157 0.698 -0.737
C 2.456721 -3.925968 -2.207347 0.664 -0.925 0.384
C 3.186859 -3.228422 -1.193922 0.567 -2.488 -0.363
C 4.270078 -3.857180 -0.473284 -0.724 -0.124 -1.252
C 4.956789 -3.208544 0.470363 0.658 0.835 1.251
C 4.643670 -1.825124 0.781271 -0.274 -1.948 -0.640
C 3.547784 -1.301303 0.163691 0.078 1.010 -0.147
C 2.749196 -1.986549 -0.810842 0.143 0.382 0.748
N 1.610048 -1.425874 -1.297216 0.264 0.394 -0.625
H -3.193560 0.468257 -4.374318 -0.071 -0.551 0.243
H -1.219737 0.108752 -5.710648 0.336 0.569 -0.670
H 0.838190 -1.039395 -4.524063 -0.110 0.210 -0.247
H -3.552603 -0.832033 -2.267850 0.649 0.249 -0.134
H 0.741499 -3.804356 -3.471374 -0.112 -0.246 -0.072
H 2.759364 -4.943393 -2.557719 -0.153 0.978 0.517
H 4.562023 -4.878977 -0.678669 -0.313 -0.090 -0.264
H 5.719155 -3.800448 1.002424 -0.223 0.739 -0.127
H 5.265088 -1.327161 1.506378 -0.155 0.441 0.018
H 3.297336 -0.261511 0.286144 -0.152 0.153 0.409
S -1.336796 -2.966127 1.734791 0.650 -0.766 -0.280
S 0.483488 -3.991938 1.792960 -0.784 -0.636 -0.688
S 1.436856 -6.916718 0.198884 0.061 0.217 0.125
S -0.089098 -5.913536 0.841889 0.054 1.022 0.435
C 1.818064 2.120611 -0.000534 -0.605 0.713 -1.331
C 0.344742 2.448439 -0.366590 0.442 -0.396 0.130
C 0.084748 3.861906 0.121283 -2.770 0.549 0.068
C 0.072281 2.285400 -1.922331 -0.608 -1.323 2.172
Sb -0.812220 0.809070 0.584559 0.067 0.490 1.465
C -0.097414 0.901831 2.841139 -0.010 -1.383 -1.289
C -1.171122 0.165691 3.657773 0.007 -1.241 -2.046
C 1.120884 -0.110476 2.837641 0.716 2.005 -0.556
C 0.117509 2.267206 3.409407 -1.025 0.495 0.327
C -2.819282 1.751439 0.838323 -0.583 -0.160 -0.588
C -3.889528 0.635501 1.024324 -0.884 2.551 -3.257
C -3.001336 2.837189 1.949895 -1.610 -1.299 -1.035
C -3.162009 2.420038 -0.493758 -0.218 1.605 -0.586
H 2.449445 2.876889 -0.475685 0.153 0.232 0.109
H 2.146648 1.199087 -0.423439 -0.010 -0.922 -0.273
H 2.013633 2.113814 1.050058 0.011 0.095 0.752
H 0.741936 4.606692 -0.265597 1.191 0.409 -0.299
H -0.058498 4.043543 1.203274 0.586 -0.520 -0.328
H -0.894759 4.237996 -0.270381 0.500 -0.400 0.133
H 0.734199 2.938270 -2.453831 0.234 0.407 -0.678
H -1.004884 2.459856 -2.097844 0.667 0.322 -0.282
H 0.219439 1.209452 -2.184075 0.243 0.853 -0.056
H -1.334753 -0.894060 3.225136 0.198 1.658 0.832
H -2.115700 0.707532 3.617523 -0.054 -0.062 0.491
H -0.723099 0.076653 4.629975 -0.358 -0.114 0.953
H 0.801496 -0.844797 2.155371 -0.295 -1.574 -0.511
H 1.396786 -0.562915 3.789245 -0.376 0.076 0.329
H 2.090464 0.217214 2.377572 -0.828 0.375 0.434
H -0.792572 2.917892 3.430707 0.721 -0.706 -0.084
H 0.848190 2.821129 2.888195 1.048 0.642 -0.641
H 0.429305 2.199693 4.437576 0.332 -0.105 0.770
H -3.675195 0.115552 1.837067 0.781 -2.551 3.871
H -4.001934 -0.095156 0.186331 0.259 0.792 0.389
H -4.854452 1.176357 1.202411 0.427 -0.602 -0.306
H -2.381919 2.695117 2.803077 -0.195 -0.364 0.784
H -4.124804 2.895854 2.180067 1.550 -0.004 0.058
H -2.715307 3.766013 1.533238 0.304 1.207 -0.430
H -3.302608 1.776399 -1.380187 0.140 -0.123 0.591
H -2.411762 3.193055 -0.790587 -0.550 -0.611 0.279
H -4.110392 3.013027 -0.363792 0.469 -0.558 -0.127

***

78
Properties=species:S:1:pos:R:3:forces:R:3 method="wB97M-V/def2-TZVPD" molar_mass_g_mol=761.78 spin_multiplicity=7 s2=12.013 homo_energy_ev="-13.494 / -13.506" e_tot_ev=-98669.0336 gap_ev="7.440 / 8.349" relative_energy_kj_mol=6.5 total_charge=+2
Eu -0.344721 0.393441 0.090075 0.238 -1.324 -0.364
C -0.027001 -3.059173 -2.127157 -0.006 -0.003 0.019
C -0.260631 -1.918798 -3.113877 0.026 0.042 0.054
S 0.437499 -0.305391 -2.684611 0.111 0.025 -0.012
C 2.221312 -0.700380 -2.700061 -0.038 0.085 0.007
C 3.011025 -0.220166 -1.494319 -0.036 -0.095 0.062
S 2.452571 -0.796124 0.132684 -0.111 0.027 -0.018
C 2.492089 -2.598788 -0.044333 0.014 0.027 0.055
C 1.198942 -3.272397 0.394883 -0.011 0.035 0.003
S -0.328307 -2.677411 -0.374149 -0.114 0.073 0.015
H 0.991634 -3.436274 -2.195861 0.003 0.004 -0.035
H -0.698799 -3.874944 -2.382073 -0.005 -0.059 -0.064
H -1.322392 -1.734553 -3.270009 -0.015 -0.032 -0.015
H 0.152234 -2.193117 -4.084280 -0.044 -0.056 -0.049
H 2.638166 -0.234443 -3.591909 0.026 -0.017 -0.026
H 2.297574 -1.777423 -2.832633 0.042 -0.008 -0.009
H 2.953785 0.860010 -1.402169 0.033 0.092 -0.022
H 4.057881 -0.497285 -1.613611 0.024 -0.006 -0.044
H 3.305750 -2.972378 0.575638 0.029 -0.077 -0.029
H 2.741091 -2.836481 -1.076613 -0.009 -0.049 0.010
H 1.027946 -3.130069 1.463617 0.029 -0.017 -0.006
H 1.259376 -4.345744 0.218965 0.035 -0.045 0.048
C 4.268091 6.914881 0.110301 -0.019 -0.103 -0.013
O 4.000396 5.505152 0.015214 0.182 0.228 0.001
C 2.745033 5.082996 0.049321 -0.105 0.057 0.016
C 1.635786 5.945595 0.214327 0.030 0.004 -0.018
C 0.387475 5.399159 0.242378 -0.073 0.009 0.041
C 0.161158 4.006851 0.105727 -0.045 0.007 0.008
C -1.165737 3.502839 0.097264 0.001 -0.008 -0.088
C -2.340410 4.401146 0.345414 -0.042 0.037 -0.109
O -1.429539 2.277672 -0.120491 -0.303 0.864 0.222
C 1.296611 3.150698 -0.067321 -0.098 -0.090 -0.075
O 1.167024 1.844375 -0.203212 0.422 0.639 0.025
C 2.562386 3.711077 -0.083392 0.153 -0.058 -0.009
H 5.345035 7.014162 0.049485 0.036 -0.036 -0.008
H 3.918867 7.311862 1.062397 -0.014 -0.015 0.033
H 3.804721 7.452415 -0.716072 -0.014 -0.020 -0.022
H 1.763256 7.013926 0.306985 0.003 -0.057 0.001
H -0.458785 6.064445 0.362516 0.052 -0.053 -0.014
H -2.210756 4.982666 1.258407 -0.011 -0.012 -0.039
H -3.241469 3.799845 0.417634 -0.018 -0.019 -0.001
H -2.459624 5.102680 -0.484150 0.004 -0.014 0.048
H 3.429736 3.073369 -0.204340 -0.034 0.054 0.013
O -3.271112 -3.871151 -2.562054 -0.123 0.139 0.018
C -4.632416 -3.467684 -2.406533 0.122 0.086 -0.117
N -5.023770 -2.419860 -3.310218 0.299 0.048 0.068
C -4.741761 -1.088883 -3.162361 -0.522 0.062 0.050
O -4.866929 -0.284501 -4.058107 0.099 -0.113 0.023
C -4.400968 -0.575017 -1.782192 0.094 -0.103 -0.097
C -5.257723 0.321493 -1.155306 -0.080 0.062 -0.092
C -4.881948 0.871454 0.058617 -0.152 -0.042 -0.052
C -3.639027 0.559569 0.566657 0.038 -0.107 0.119
N -2.785931 -0.274153 -0.040263 -0.206 0.045 -0.051
C -3.192067 -0.853151 -1.177852 0.044 -0.145 0.131
H -3.209883 -4.480864 -3.305685 -0.032 -0.016 0.006
H -4.727084 -3.115064 -1.386194 0.001 0.023 0.114
H -5.305076 -4.309002 -2.543760 -0.024 -0.102 -0.040
H -5.276575 -2.675330 -4.254931 -0.009 0.027 -0.033
H -6.202282 0.581853 -1.619169 0.048 -0.018 0.018
H -5.534593 1.546851 0.594658 0.010 -0.026 -0.012
H -3.306656 0.989749 1.501323 0.049 0.081 0.038
H -2.531038 -1.597292 -1.605894 0.037 0.063 -0.045
N 0.090238 0.451148 2.422311 -0.137 -0.040 0.271
C 0.575131 0.817397 3.413691 0.296 0.192 0.409
N 1.121152 1.233487 4.511449 -0.144 -0.138 -0.147
C 1.120596 2.664836 4.897056 -0.018 -0.125 -0.068
C 2.555556 3.092467 5.129791 0.104 -0.112 0.051
O 3.182088 2.243992 6.072563 -0.039 -0.026 -0.046
C 3.257767 0.905289 5.618025 0.012 0.163 -0.019
C 1.869463 0.330917 5.421497 -0.097 0.084 -0.098
H 0.541290 2.766138 5.813980 -0.053 -0.018 0.035
H 0.656128 3.252154 4.107498 -0.028 -0.022 -0.036
H 2.574362 4.099712 5.538222 0.046 0.034 0.036
H 3.105780 3.081477 4.181185 0.039 0.000 -0.027
H 3.786605 0.334551 6.376825 0.047 0.015 0.043
H 3.819408 0.854551 4.677762 0.038 0.009 -0.026
H 1.336854 0.296240 6.371204 -0.056 -0.008 0.025
H 1.907156 -0.668035 4.992929 -0.031 -0.007 -0.040

***

| no. | F_max (hartree/bohr) |
| --- | --- |
| 1 | 0.0626 |
| 2 | 0.0914 |
| 3 | 0.0271 |